(1)
Density functional theory data (ωB97M-V/def2-TZVPD) for a molecular structure, CF5LiO3V2.

Computed properties:
- E_HOMO (spin up / spin down): 0.0187 / 0.0137 Ha
- Multiplicity: 7
- Total energy: -2658.80044 a.u.
- Orbital gap (spin up / spin down): 3.5 / 3.6 eV
- ⟨S²⟩: 12.053
- Charge: -2

Element x y z (Å)
Li 9.0940 7.2280 5.0931
V 11.6515 7.4508 6.6180
V 6.6685 6.8701 3.5328
C 7.4276 5.1159 6.1585
O 7.6772 5.4829 4.8719
O 6.6823 5.7091 6.9840
O 8.1802 4.1546 6.5376
F 7.2597 8.2361 5.2919
F 11.4415 9.0644 5.2346
F 9.9314 7.4746 7.8044
F 10.6317 6.1126 5.2866
F 8.8094 7.4670 3.0999

natural (NBO) atomic charge list, values in e, 2 entries:
1 Li 0.919
2 V 1.503

(2)
Density functional theory data (ωB97M-V/def2-TZVPD) for 2 unconnected molecules or ions with the total composition CFNO3S.

Computed properties:
- E_HOMO (spin up / spin down): -0.4229 / -0.4430 Ha
- Multiplicity: 3
- Total energy: -816.48962 a.u.
- Orbital gap (spin up / spin down): 11.9 / 7.7 eV
- ⟨S²⟩: 2.021

Element x y z (Å)
C 2.2956 0.1566 -0.0118
N 3.0003 1.1065 0.1251
O -1.6158 1.2209 0.2674
O -2.0835 -1.0800 0.9504
O 1.4485 -0.6787 -0.0041
F -1.6822 -0.5692 -1.4956
S -1.3629 -0.1561 0.1685

natural (NBO) atomic charge list, values in e, 2 entries:
1 C 0.628
2 N -0.231

- multiplicity of number 1 (CF5LiO3V2)?
  7

- What is the multiplicity in the second record?
  3